Computed, not measured: a structure of composition C25H26N2O2S4SbSiW, with ωB97M-V/def2-TZVPD.

CARTESIAN COORDINATES (ANGSTROEM)
W1 0.887 1.445 -1.313
O1 2.776 1.766 -1.454
C1 3.981 1.238 -1.194
C2 5.084 2.079 -1.110
C3 6.327 1.555 -0.815
C4 6.478 0.184 -0.596
C5 5.377 -0.643 -0.697
C6 4.118 -0.128 -1.007
C7 2.956 -0.986 -1.198
N1 1.698 -0.595 -1.401
C8 0.932 -1.729 -1.598
C9 1.732 -2.812 -1.510
N2 2.998 -2.327 -1.255
H1 4.941 3.138 -1.275
H2 7.182 2.213 -0.747
H3 7.446 -0.230 -0.352
H4 5.503 -1.705 -0.521
H5 -0.121 -1.675 -1.787
H6 1.521 -3.862 -1.599
H7 3.830 -2.884 -1.161
S1 -0.370 6.163 -0.806
Sb1 1.363 4.906 -1.255
S2 0.819 2.897 0.398
S3 0.667 1.510 -3.666
S4 -0.204 3.087 -2.639
C10 -2.758 -1.762 -1.885
C11 -3.173 -0.665 -0.894
C12 -4.336 -1.153 -0.009
C13 -3.643 0.556 -1.700
Si1 -1.777 -0.148 0.232
O2 -0.586 0.532 -0.788
C14 -0.854 -1.503 1.110
C15 0.369 -1.159 1.704
C16 1.166 -2.114 2.318
C17 0.745 -3.439 2.358
C18 -0.471 -3.798 1.799
C19 -1.262 -2.837 1.181
C20 -2.232 1.197 1.411
C21 -2.328 0.961 2.784
C22 -2.698 1.977 3.655
C23 -2.969 3.245 3.164
C24 -2.872 3.504 1.802
C25 -2.509 2.487 0.934
H8 -3.642 -2.139 -2.407
H9 -2.273 -2.616 -1.407
H10 -2.085 -1.362 -2.648
H11 -5.208 -1.378 -0.629
H12 -4.633 -0.396 0.720
H13 -4.080 -2.060 0.540
H14 -4.461 0.260 -2.364
H15 -2.843 0.964 -2.324
H16 -4.021 1.351 -1.056
H17 0.701 -0.124 1.704
H18 2.101 -1.826 2.780
H19 1.360 -4.187 2.842
H20 -0.807 -4.825 1.849
H21 -2.208 -3.137 0.750
H22 -2.107 -0.026 3.176
H23 -2.774 1.779 4.716
H24 -3.255 4.037 3.843
H25 -3.070 4.498 1.421
H26 -2.426 2.702 -0.126

Forces on atoms 1 to 6 (eV/Å):
-0.05 -0.14 -0.08
-0.27 -0.17 -0.04
-0.08 0.45 -0.03
0.10 0.09 0.01
-0.07 -0.12 0.00
-0.11 0.09 -0.04

net charge: +1
total energy: -93004.780 eV
spin multiplicity: 1
lowest unoccupied orbital energy: -4.33 eV
highest occupied orbital energy: -11.31 eV
gap between HOMO and LUMO: 6.98 eV

List of Mulliken charges in e, atom by atom: 0.615 -0.233 0.408 -0.657 -0.564 -0.885 -0.835 0.612 0.902 -0.383 -0.452 -0.977 -0.026 0.449 0.421 0.431 0.363 0.481 0.453 0.169 -0.415 0.466 -0.260 -0.267 -0.202 -1.914 2.117 -1.795 -1.626 -1.003 1.708 1.030 -0.144 -0.767 -0.627 -0.833 -0.363 0.747 -0.301 -0.731 -0.564 -0.900 -0.142 0.605 0.348 0.305 0.507 0.350 0.298 0.509 0.214 0.326 0.406 0.508 0.413 0.456 0.193 0.423 0.433 0.404 0.448 0.350


Computed, not measured: a structure of composition C25H26N2O2S4W, with ωB97M-V/def2-TZVPD.

CARTESIAN COORDINATES (ANGSTROEM)
W1 0.975 -0.789 -0.155
S1 3.181 -0.298 -0.329
C1 3.306 1.269 -1.156
C2 4.520 1.939 -1.250
C3 4.575 3.153 -1.918
C4 3.432 3.693 -2.497
C5 2.221 3.021 -2.412
C6 2.172 1.808 -1.738
S2 0.637 0.929 -1.556
H1 5.410 1.511 -0.806
H2 5.518 3.677 -1.998
H3 3.487 4.634 -3.028
H4 1.329 3.427 -2.873
O1 -1.037 -1.458 -0.495
S3 -2.183 -0.927 -1.401
C7 -2.820 0.599 -0.665
C8 -3.360 0.579 0.760
C9 -2.337 0.317 1.866
C10 -1.249 1.392 1.945
S4 0.198 0.709 2.759
O2 0.601 -0.390 1.684
C11 1.415 1.954 2.680
C12 1.622 2.749 1.552
C13 2.650 3.669 1.572
C14 3.447 3.799 2.709
C15 3.230 3.008 3.828
C16 2.211 2.068 3.818
C17 -3.509 -2.051 -1.092
C18 -4.483 -2.143 -2.079
C19 -5.565 -2.985 -1.870
C20 -5.646 -3.732 -0.703
C21 -4.650 -3.646 0.264
C22 -3.571 -2.797 0.078
H5 -3.615 0.863 -1.370
H6 -2.020 1.323 -0.825
H7 -4.153 -0.165 0.839
H8 -3.840 1.548 0.921
H9 -1.877 -0.658 1.700
H10 -2.857 0.266 2.823
H11 -1.545 2.262 2.536
H12 -0.909 1.732 0.964
H13 1.008 2.644 0.669
H14 2.833 4.287 0.703
H15 4.246 4.528 2.719
H16 3.853 3.118 4.704
H17 2.033 1.435 4.679
H18 -4.395 -1.577 -2.999
H19 -6.333 -3.069 -2.626
H20 -6.485 -4.397 -0.550
H21 -4.717 -4.241 1.164
H22 -2.785 -2.727 0.818
N1 2.619 -3.134 -1.379
C23 2.581 -4.420 -1.708
C24 1.291 -4.876 -1.475
C25 0.599 -3.774 -1.009
N2 1.412 -2.697 -0.945
H23 3.391 -2.480 -1.414
H24 3.455 -4.925 -2.085
H25 0.915 -5.871 -1.632
H26 -0.432 -3.685 -0.716

Forces on atoms 1 to 6 (eV/Å):
-0.09 0.11 -0.09
0.11 -0.01 0.02
0.01 0.00 0.00
0.00 0.00 0.00
0.01 0.00 0.01
-0.01 0.00 0.00

net charge: +2
total energy: -78575.630 eV
spin multiplicity: 1
lowest unoccupied orbital energy (alpha / beta): -6.16 / -6.16 eV
highest occupied orbital energy (alpha / beta): -13.45 / -13.45 eV
gap between HOMO and LUMO (alpha / beta): 7.29 / 7.30 eV

List of Mulliken charges in e, atom by atom: 1.640 -0.469 0.485 -0.645 -0.603 -0.752 -0.483 0.448 -0.518 0.486 0.425 0.418 0.459 -0.123 0.151 -0.808 -1.103 -0.463 -0.348 0.047 -0.605 1.152 -0.299 -0.708 -0.619 -0.657 -0.633 0.880 -0.454 -0.733 -0.512 -0.755 -0.237 0.617 0.503 0.459 0.463 0.221 0.485 0.715 -0.074 0.392 0.476 0.439 0.427 0.436 0.478 0.434 0.426 0.437 0.248 -0.003 0.008 -0.957 -0.116 -0.114 0.161 0.486 0.411 0.476


Computed, not measured: an isolated molecule of C25H26N2O5S, with ωB97M-V/def2-TZVPD.

CARTESIAN COORDINATES (ANGSTROEM)
C1 -1.052 -3.796 1.727
C2 0.442 -3.552 1.571
O1 0.700 -2.222 1.131
C3 0.727 -1.264 2.079
O2 0.637 -1.502 3.260
C4 0.929 0.059 1.475
C5 0.816 1.220 2.169
C6 0.323 1.339 3.548
C7 -0.904 0.793 3.914
C8 -1.374 0.951 5.203
C9 -0.630 1.655 6.136
C10 0.582 2.216 5.771
C11 1.053 2.069 4.479
N1 1.164 2.439 1.612
C12 1.619 2.461 0.424
S1 2.179 3.927 -0.331
C13 2.673 3.035 -1.832
C14 2.334 1.569 -1.628
O3 2.554 0.701 -2.435
N2 1.761 1.377 -0.408
C15 1.237 0.067 -0.004
C16 -0.013 -0.232 -0.804
C17 -1.209 0.406 -0.516
C18 -2.326 0.127 -1.276
C19 -2.290 -0.771 -2.341
O4 -3.483 -0.924 -2.971
C20 -3.640 -1.760 -4.105
C21 -5.100 -1.672 -4.522
C22 -1.068 -1.405 -2.647
O5 -1.028 -2.271 -3.706
C23 0.220 -2.801 -4.113
C24 -0.016 -3.587 -5.393
C25 0.043 -1.126 -1.863
H1 -1.568 -3.552 0.800
H2 -1.446 -3.170 2.524
H3 -1.231 -4.838 1.975
H4 0.956 -3.720 2.524
H5 0.868 -4.196 0.798
H6 -1.487 0.253 3.183
H7 -2.326 0.525 5.482
H8 -0.998 1.770 7.145
H9 1.160 2.773 6.494
H10 1.993 2.509 4.183
H11 2.133 3.428 -2.695
H12 3.742 3.159 -2.005
H13 2.004 -0.679 -0.249
H14 -1.274 1.114 0.297
H15 -3.270 0.605 -1.067
H16 -2.991 -1.420 -4.920
H17 -3.376 -2.793 -3.856
H18 -5.358 -0.644 -4.761
H19 -5.740 -2.009 -3.711
H20 -5.272 -2.296 -5.395
H21 0.936 -1.988 -4.291
H22 0.622 -3.462 -3.333
H23 -0.411 -2.932 -6.165
H24 -0.733 -4.384 -5.215
H25 0.919 -4.018 -5.737
H26 0.984 -1.603 -2.075

Forces on atoms 1 to 6 (eV/Å):
0.34 0.23 -0.07
-0.14 -0.45 0.32
0.06 0.24 -0.16
0.06 -0.18 0.47
-0.03 -0.13 -0.18
0.17 0.62 0.07

structure (SMILES): CCOC(=O)C1=C(c2ccccc2)N=C2SCC(=O)N2[C@@H]1c1ccc(OCC)c(OCC)c1
total energy: -50400.246 eV
spin multiplicity: 1
lowest unoccupied orbital energy: -0.14 eV
highest occupied orbital energy: -7.98 eV
gap between HOMO and LUMO: 7.84 eV

List of Mulliken charges in e, atom by atom: -1.077 -0.343 -0.227 -0.020 -0.643 -0.249 1.252 -0.012 -0.020 -0.939 -0.377 -0.724 -0.336 -0.627 0.418 -0.156 -0.456 0.257 -0.577 0.150 -0.578 -1.345 -0.439 -1.225 0.451 -0.471 -0.075 -1.459 1.378 -0.417 -0.275 -1.442 0.589 0.242 0.295 0.424 0.344 0.337 0.413 0.389 0.389 0.375 0.437 0.341 0.353 0.855 0.518 0.449 0.290 0.276 0.335 0.332 0.423 0.375 0.305 0.311 0.303 0.444 0.457


Computed, not measured: an isolated molecule of C25H26N4O4S, with ωB97M-V/def2-TZVPD.

CARTESIAN COORDINATES (ANGSTROEM)
C1 6.542 -0.367 -0.444
C2 5.135 0.104 -0.328
C3 4.261 -0.106 -1.391
C4 2.942 0.344 -1.334
C5 2.242 0.479 -2.647
C6 2.460 0.795 -0.085
N1 1.075 1.101 0.055
C7 0.036 0.275 -0.277
N2 -1.072 1.054 -0.414
C8 -2.428 0.662 -0.242
C9 -2.825 0.104 1.005
C10 -1.980 0.074 2.235
C11 -4.144 -0.325 1.124
C12 -5.068 -0.069 0.108
C13 -6.457 -0.601 0.257
C14 -4.700 0.723 -0.988
C15 -3.369 1.110 -1.177
C16 -3.033 2.006 -2.324
C17 -0.690 2.398 -0.246
C18 0.569 2.406 0.192
C19 3.346 1.146 0.945
C20 2.921 1.931 2.142
C21 4.694 0.809 0.799
H1 7.161 0.087 0.326
H2 6.594 -1.452 -0.334
H3 6.953 -0.120 -1.424
H4 4.612 -0.604 -2.301
H5 1.177 0.706 -2.584
H6 2.750 1.246 -3.257
H7 2.349 -0.454 -3.213
H8 -2.348 -0.719 2.899
H9 -0.914 -0.101 2.068
H10 -2.060 1.035 2.765
H11 -4.438 -0.834 2.044
H12 -7.100 -0.191 -0.528
H13 -6.457 -1.698 0.192
H14 -6.857 -0.323 1.240
H15 -5.450 1.070 -1.708
H16 -3.814 1.888 -3.084
H17 -3.060 3.060 -2.009
H18 -2.068 1.795 -2.797
H19 -1.369 3.208 -0.450
H20 1.166 3.251 0.488
H21 3.660 1.781 2.939
H22 2.919 3.012 1.924
H23 1.939 1.649 2.538
H24 5.391 1.063 1.602
O1 -2.306 -4.481 2.093
N3 -2.352 -3.614 1.197
O2 -3.402 -3.409 0.515
C22 -1.256 -2.788 0.843
C23 0.066 -2.786 1.293
C24 0.839 -2.007 0.455
N4 2.163 -2.439 0.067
O3 2.445 -2.516 -1.159
O4 2.953 -2.775 0.975
C25 0.143 -1.080 -0.545
S1 -1.492 -1.934 -0.641
H25 0.419 -3.341 2.159
H26 0.588 -1.236 -1.551

Forces on atoms 1 to 6 (eV/Å):
0.33 -0.11 0.02
-0.33 0.18 -0.03
-0.05 0.27 0.38
0.43 0.15 0.58
-0.27 -0.46 -0.46
1.00 0.22 -0.49

total energy: -51324.891 eV
spin multiplicity: 1
lowest unoccupied orbital energy: -0.15 eV
highest occupied orbital energy: -6.77 eV
gap between HOMO and LUMO: 6.61 eV

List of Mulliken charges in e, atom by atom: -1.589 0.756 -0.984 1.527 -1.736 -0.073 1.097 -0.870 1.103 -0.613 2.074 -1.519 -0.734 0.483 -1.450 -0.816 0.370 -1.878 -0.905 -0.698 0.930 -1.925 -0.905 0.390 0.308 0.370 0.380 0.083 0.398 0.441 0.388 0.070 0.400 0.379 0.371 0.299 0.336 0.314 0.470 0.348 0.244 0.498 0.487 0.460 0.349 0.290 0.337 -0.689 1.008 -0.643 0.145 -1.047 -0.479 1.304 -0.648 -0.719 0.815 -0.389 0.533 0.753


| no. | maximum force (eV/A) |
| --- | --- |
| 1 | 0.47 |
| 2 | 0.16 |
| 3 | 1.00 |
| 4 | 5.79 |